Entry 1:
{
  "formula": "C43H49BiN6O",
  "method": "ωB97M-V/def2-TZVPD",
  "charge": 0,
  "elements": ["Bi", "C", "C", "C", "C", "C", "C", "N", "C", "C", "C", "C", "C", "C", "N", "N", "C", "C", "C", "C", "C", "N", "H", "H", "H", "H", "H", "H", "H", "H", "H", "H", "H", "H", "H", "C", "C", "C", "C", "C", "C", "C", "C", "C", "C", "C", "C", "C", "C", "C", "C", "C", "H", "H", "H", "H", "H", "H", "H", "H", "H", "H", "H", "H", "H", "H", "H", "H", "H", "H", "H", "H", "H", "H", "H", "H", "H", "H", "H", "H", "H", "O", "C", "C", "C", "C", "C", "C", "C", "N", "C", "C", "N", "H", "H", "H", "H", "H", "H", "H"],
  "coordinates": [[0.119, 0.920, 0.088], [-2.074, 4.835, -3.396], [-0.790, 4.585, -3.853], [-0.117, 3.450, -3.453], [-0.718, 2.523, -2.592], [-2.024, 2.771, -2.166], [-2.682, 3.923, -2.549], [-0.002, 1.451, -2.095], [1.080, 0.972, -2.770], [1.075, 0.703, -4.143], [2.205, 0.227, -4.770], [3.388, 0.021, -4.055], [3.434, 0.280, -2.706], [2.287, 0.739, -2.042], [2.211, 1.068, -0.739], [3.251, 1.329, 0.015], [2.953, 1.806, 1.225], [3.996, 2.314, 2.034], [3.692, 2.909, 3.226], [2.352, 2.976, 3.640], [1.389, 2.415, 2.832], [1.669, 1.844, 1.668], [-2.591, 5.733, -3.694], [-0.298, 5.290, -4.509], [0.900, 3.283, -3.777], [-2.503, 2.057, -1.518], [-3.681, 4.114, -2.179], [0.163, 0.867, -4.695], [2.176, 0.008, -5.827], [4.264, -0.351, -4.565], [4.331, 0.126, -2.124], [5.004, 2.242, 1.663], [4.472, 3.341, 3.833], [2.078, 3.454, 4.566], [0.345, 2.416, 3.120], [-1.141, -2.779, 0.242], [-0.158, -2.747, 1.205], [1.126, -2.744, 0.487], [0.821, -2.631, -0.862], [-0.563, -2.722, -1.053], [-1.269, -2.884, -2.371], [-0.411, -3.744, -3.312], [-1.480, -1.517, -3.042], [-2.624, -3.577, -2.187], [2.556, -3.028, 0.910], [2.688, -3.882, 2.173], [3.252, -3.836, -0.206], [3.341, -1.721, 1.090], [-0.495, -2.615, 2.678], [0.354, -1.528, 3.354], [-1.963, -2.178, 2.837], [-0.378, -3.945, 3.447], [-2.194, -2.851, 0.425], [1.537, -2.568, -1.657], [0.515, -3.237, -3.574], [-0.956, -3.941, -4.234], [-0.166, -4.694, -2.842], [-0.518, -1.067, -3.271], [-2.034, -0.829, -2.405], [-2.034, -1.640, -3.973], [-2.506, -4.493, -1.612], [-3.049, -3.836, -3.157], [-3.333, -2.933, -1.671], [2.097, -4.789, 2.071], [2.385, -3.348, 3.065], [3.731, -4.169, 2.307], [2.642, -4.691, -0.489], [4.212, -4.200, 0.155], [3.440, -3.233, -1.089], [2.949, -1.116, 1.906], [3.299, -1.130, 0.179], [4.384, -1.951, 1.307], [0.140, -0.556, 2.910], [1.417, -1.715, 3.255], [0.116, -1.486, 4.418], [-2.174, -1.296, 2.237], [-2.161, -1.943, 3.882], [-2.635, -2.980, 2.543], [0.647, -4.235, 3.634], [-0.864, -4.742, 2.888], [-0.876, -3.854, 4.412], [-0.469, 3.005, 0.297], [-1.257, 3.564, 1.197], [-0.843, 4.808, 1.706], [-1.586, 5.511, 2.624], [-2.784, 4.989, 3.094], [-3.236, 3.791, 2.591], [-2.511, 3.068, 1.637], [-3.093, 1.853, 1.113], [-2.444, 0.880, 0.511], [-3.355, -0.054, 0.146], [-4.597, 0.351, 0.529], [-4.424, 1.560, 1.145], [0.096, 5.195, 1.343], [-1.228, 6.458, 2.993], [-3.358, 5.510, 3.845], [-4.173, 3.388, 2.951], [-3.049, -0.944, -0.364], [-5.556, -0.111, 0.419], [-5.155, 2.142, 1.516]],
  "mulliken_charge": [1.673, -0.660, -0.733, -0.402, -0.057, -0.175, -0.648, 1.333, -0.878, 0.440, -0.976, -0.769, -0.592, -0.075, 0.863, -1.190, -0.066, -0.879, -0.371, -0.985, -0.404, 0.546, 0.384, 0.375, 0.369, 0.187, 0.436, 0.517, 0.420, 0.416, 0.491, 0.555, 0.394, 0.451, 0.505, -0.548, -0.312, 0.572, -1.084, -0.013, 2.744, -1.956, -1.367, -1.902, 2.503, -2.183, -2.015, -1.329, 2.831, -1.463, -2.519, -1.832, 0.745, 0.242, 0.294, 0.447, 0.428, -0.019, -0.072, 0.645, 0.386, 0.453, 0.270, 0.393, 0.323, 0.549, 0.409, 0.459, 0.341, 0.133, -0.119, 0.608, -0.132, 0.006, 0.654, 0.513, 0.561, 0.389, 0.308, 0.346, 0.485, -0.595, 0.193, 0.005, -0.623, -0.879, -1.258, 0.424, -0.242, 1.646, -0.998, -1.260, -0.007, 0.541, 0.435, 0.401, 0.419, 0.459, 0.466, 0.210]
}

Entry 2:
{
  "formula": "C43H49BrN5O6SSbTl",
  "method": "ωB97M-V/def2-TZVPD",
  "charge": -1,
  "elements": ["Tl", "O", "N", "O", "C", "C", "C", "C", "C", "C", "N", "C", "C", "N", "C", "C", "C", "C", "H", "H", "H", "H", "H", "H", "H", "C", "C", "C", "C", "C", "C", "C", "S", "O", "O", "N", "C", "C", "C", "C", "C", "N", "H", "H", "H", "H", "H", "H", "H", "H", "H", "H", "H", "C", "C", "C", "C", "Sb", "C", "C", "C", "C", "C", "C", "C", "C", "H", "H", "H", "H", "H", "H", "H", "H", "H", "H", "H", "H", "H", "H", "H", "H", "H", "H", "H", "H", "H", "H", "H", "H", "H", "H", "H", "Br", "C", "C", "C", "C", "C", "C", "C", "O", "O", "H", "H", "H", "H"],
  "coordinates": [[-0.563, 0.332, -0.110], [6.957, 0.712, 2.671], [6.308, -0.012, 3.402], [6.748, -0.534, 4.408], [4.875, -0.189, 3.106], [4.076, -0.376, 4.175], [2.664, -0.504, 4.010], [1.792, -0.719, 5.092], [0.452, -0.857, 4.849], [-0.002, -0.772, 3.520], [0.793, -0.555, 2.498], [2.111, -0.422, 2.725], [2.984, -0.213, 1.580], [2.389, -0.130, 0.379], [3.138, -0.019, -0.695], [4.541, -0.006, -0.634], [5.163, -0.045, 0.584], [4.379, -0.126, 1.753], [4.511, -0.421, 5.164], [2.192, -0.781, 6.098], [-0.252, -1.034, 5.650], [-1.052, -0.903, 3.275], [2.621, 0.074, -1.644], [5.115, 0.059, -1.548], [6.238, -0.002, 0.651], [-1.246, 6.823, -5.067], [-0.797, 5.410, -4.807], [0.168, 5.134, -3.844], [0.546, 3.829, -3.565], [-0.035, 2.779, -4.259], [-0.984, 3.037, -5.239], [-1.362, 4.344, -5.503], [0.407, 1.101, -3.848], [0.406, 0.370, -5.098], [1.671, 1.213, -3.151], [-0.667, 0.622, -2.802], [-1.870, 0.039, -3.089], [-2.394, -0.273, -4.362], [-3.638, -0.858, -4.444], [-4.360, -1.145, -3.288], [-3.768, -0.820, -2.083], [-2.577, -0.243, -1.978], [-0.463, 7.539, -4.813], [-2.124, 7.066, -4.463], [-1.516, 6.967, -6.113], [0.625, 5.949, -3.293], [1.292, 3.616, -2.812], [-1.413, 2.218, -5.800], [-2.105, 4.541, -6.267], [-1.799, -0.094, -5.244], [-4.045, -1.106, -5.418], [-5.334, -1.613, -3.321], [-4.266, -1.035, -1.142], [-1.660, 2.872, 2.884], [-0.575, 3.723, 2.235], [0.792, 3.110, 2.541], [-0.624, 5.141, 2.801], [-0.654, 3.813, 0.029], [-2.809, 3.855, -0.432], [-3.458, 5.055, 0.254], [-3.564, 2.580, -0.071], [-2.864, 4.037, -1.949], [3.865, 4.168, -0.491], [4.118, 3.297, 0.690], [3.178, 5.476, -0.322], [3.976, 3.550, -1.841], [-1.463, 2.787, 3.962], [-1.689, 1.862, 2.469], [-2.649, 3.318, 2.768], [0.948, 3.059, 3.627], [1.604, 3.707, 2.117], [0.875, 2.095, 2.141], [-0.482, 5.114, 3.890], [-1.582, 5.628, 2.603], [0.164, 5.769, 2.378], [-3.470, 4.943, 1.341], [-4.500, 5.151, -0.078], [-2.944, 5.990, 0.016], [-3.567, 2.382, 1.001], [-3.155, 1.708, -0.582], [-4.611, 2.683, -0.391], [-2.354, 4.948, -2.272], [-3.910, 4.101, -2.276], [-2.402, 3.194, -2.470], [4.143, 3.867, 1.622], [5.065, 2.755, 0.594], [3.338, 2.526, 0.799], [3.496, 5.984, 0.594], [2.082, 5.370, -0.254], [3.372, 6.140, -1.169], [3.207, 2.783, -2.014], [4.941, 3.046, -1.970], [3.871, 4.289, -2.638], [-0.529, -8.571, 1.647], [-0.681, -6.708, 1.281], [0.073, -6.157, 0.258], [-0.042, -4.799, 0.000], [-0.900, -4.005, 0.751], [-1.648, -4.584, 1.769], [-1.544, -5.940, 2.043], [-1.016, -2.517, 0.471], [-1.783, -1.847, 1.192], [-0.263, -2.065, -0.434], [0.738, -6.780, -0.324], [0.530, -4.329, -0.789], [-2.315, -3.948, 2.336], [-2.124, -6.396, 2.834]],
  "mulliken_charge": [1.162, -0.582, 0.965, -0.635, 0.354, -0.869, 1.294, -0.827, -1.208, -0.355, 0.295, -1.066, -0.306, 0.493, -0.467, -1.029, -0.786, 1.161, 0.514, 0.423, 0.420, 0.631, 0.465, 0.518, 0.463, -1.558, 0.983, -0.911, 0.112, -0.312, -0.389, -0.724, 0.834, -0.780, -0.651, 0.258, 0.401, -0.863, -0.537, -1.028, -0.365, 0.168, 0.380, 0.286, 0.382, 0.334, 0.427, 0.361, 0.373, 0.529, 0.398, 0.391, 0.487, -1.611, 1.587, -1.888, -1.608, 0.156, 1.756, -1.804, -1.185, -1.847, 0.638, -0.255, -1.322, -0.928, 0.504, 0.160, 0.305, 0.522, 0.245, 0.243, 0.446, 0.336, 0.342, 0.319, 0.460, 0.366, 0.163, -0.153, 0.555, 0.450, 0.528, 0.157, 0.478, 0.480, -0.408, 0.379, -0.032, 0.469, -0.118, 0.441, 0.461, -0.238, 0.246, -0.656, -0.190, -0.014, -0.118, -0.667, 0.904, -0.823, -0.977, 0.414, 0.450, 0.461, 0.410]
}

In kcal/mol, the ΔE to the lowest compared entry with this formula, charge and spin values for the records above are, in order, 26.2, 43.5.
In Eh/bohr, the F_max values for the records above are, in order, 0.0376, 0.0083.